(1)
This record from the Open Molecules 2025 dataset describes 5 unconnected molecules or ions with the total composition C5H23N2O5. The level of theory is ωB97M-V/def2-TZVPD.

Computed properties:
Charge = +1
LUMO energy = -0.099 hartree
HOMO level = -12.93 eV
Spin multiplicity = 1

CARTESIAN COORDINATES (ANGSTROEM)
C 1.540 -2.029 -0.391
N 1.083 -0.640 -0.397
C 2.187 0.377 -0.381
C 1.609 1.807 -0.321
C 1.334 2.104 1.182
O 0.305 1.270 1.635
C 0.282 -2.899 -0.581
N -0.585 -2.232 -1.606
H 2.127 -2.176 0.525
H 2.257 -2.187 -1.207
H 0.483 -0.433 0.405
H 2.768 0.126 -1.253
H 2.861 0.175 0.443
H 0.782 1.674 -1.007
H 2.501 2.418 -0.566
H 2.344 2.186 1.652
H 1.050 3.161 1.153
H -0.041 1.428 2.524
H -0.277 -2.952 0.339
H 0.481 -3.950 -0.802
H -0.316 -2.296 -2.588
H -1.552 -2.531 -1.585
H -0.443 -1.207 -1.353
H -2.020 0.946 -3.038
H -0.764 1.599 -2.317
O -1.318 0.813 -2.391
H -2.831 0.290 -1.258
H -3.913 -0.478 -0.416
O -3.231 -0.577 -1.090
H 0.284 -0.523 2.741
H 1.045 0.037 3.922
O 0.182 -0.313 3.673
H -1.709 2.234 -0.199
H -1.927 2.473 1.309
O -1.921 1.795 0.626

(2)
This record from the Open Molecules 2025 dataset describes 7 unconnected molecules or ions with the total composition C5H23N2O6. The level of theory is ωB97M-V/def2-TZVPD.

Computed properties:
Charge = -1
LUMO energy = 0.124 hartree
HOMO level = -5.28 eV
Spin multiplicity = 1

CARTESIAN COORDINATES (ANGSTROEM)
C 0.909 0.506 -1.764
N 0.043 -0.746 -1.769
C -2.160 0.328 -2.777
O -1.980 1.480 -3.097
C 0.947 1.091 -0.343
C 1.575 2.487 -0.443
N 1.713 0.142 0.440
C 1.311 0.005 1.832
H 0.345 1.051 -2.509
H 1.918 0.166 -1.987
H 0.689 -1.513 -1.838
H -1.745 -0.467 -3.377
H -2.790 0.081 -1.909
H -0.058 1.192 0.056
H 2.319 2.750 0.313
H 2.011 2.750 -1.414
H 0.825 3.287 -0.350
H 2.716 0.089 0.332
H 0.246 0.094 1.948
H 1.777 -0.857 2.305
H 1.651 0.867 2.451
H 0.151 -1.808 1.914
H -0.234 -3.209 2.510
O 0.418 -2.503 2.588
H -1.621 -0.283 1.272
H -2.424 0.336 2.494
O -1.953 0.680 1.727
H -2.687 1.554 0.489
H -2.262 2.158 -1.012
O -2.879 2.165 -0.275
H -1.825 -2.113 1.203
H -0.274 -0.865 -0.786
O -1.237 -1.475 0.766
H 1.524 -2.774 -0.348
H 1.235 -3.214 1.067
O 1.806 -3.432 0.290

(3)
This record from the Open Molecules 2025 dataset describes 7 unconnected molecules or ions with the total composition C5H23NO7. The level of theory is ωB97M-V/def2-TZVPD.

Computed properties:
Charge = 0
LUMO energy = 0.009 hartree
HOMO level = -10.22 eV
SMILES = CC(C)CC(N)=O.O.O.O.O.O.O
Spin multiplicity = 1

CARTESIAN COORDINATES (ANGSTROEM)
C 0.900 1.720 -0.510
C 2.378 1.373 -0.747
C 2.517 0.511 -2.013
C 3.150 2.702 -0.716
C 0.152 0.913 0.507
N 0.873 0.302 1.522
O -1.068 0.884 0.617
H 0.689 2.759 -0.201
H 0.275 1.899 -1.420
H 2.730 0.793 0.119
H 1.817 -0.299 -2.168
H 2.293 1.248 -2.771
H 3.528 0.108 -2.091
H 3.371 3.019 0.307
H 2.562 3.518 -1.081
H 4.134 2.757 -1.210
H 0.276 -0.040 2.263
H 1.821 -0.025 1.479
H -2.731 3.449 -0.418
H -2.223 2.074 -0.472
O -1.917 2.982 -0.647
H -0.441 -2.905 0.102
H 0.612 -2.390 1.145
O 0.384 -3.134 0.582
H -4.746 1.131 1.003
H -3.320 1.257 0.757
O -4.114 1.816 0.743
H -2.117 -3.801 1.203
H -2.374 -4.204 -0.372
O -2.582 -3.631 0.368
H -1.756 -1.343 -1.131
H -0.900 -2.092 -2.067
O -1.306 -2.198 -1.189
H -1.076 -3.193 3.448
H -0.601 -3.981 2.142
O -1.191 -3.980 2.916

(4)
This record from the Open Molecules 2025 dataset describes 7 unconnected molecules or ions with the total composition C5H23NO8. The level of theory is ωB97M-V/def2-TZVPD.

Computed properties:
Charge = 0
LUMO energy = 0.006 hartree
HOMO level = -9.77 eV
SMILES = CC(=O)N(C)CCO.O.O.O.O.O.O
Spin multiplicity = 1

CARTESIAN COORDINATES (ANGSTROEM)
C -2.578 -1.272 -1.154
C -1.068 -0.986 -1.017
N -0.490 0.243 -1.137
C -1.189 1.325 -0.520
C 0.945 0.434 -1.069
C 1.575 -0.064 0.225
O 2.552 0.833 0.646
O -0.274 -1.910 -0.754
H -2.693 -1.949 -1.900
H -3.290 -0.366 -1.227
H -3.157 -1.611 -0.303
H -1.987 1.808 -1.275
H -1.595 0.972 0.537
H -0.603 2.342 -0.338
H 1.363 0.036 -1.998
H 1.134 1.527 -1.049
H 0.859 -0.113 1.114
H 2.163 -1.076 -0.120
H 3.382 0.796 0.187
H -1.751 3.048 1.996
H -3.147 3.007 1.502
O -2.548 2.496 2.090
H 0.082 -2.893 0.609
H 1.018 -3.980 1.072
O 0.225 -3.497 1.428
H 2.418 2.796 1.384
H 1.083 2.687 2.164
O 2.011 3.011 2.264
H -2.249 -0.495 3.209
H -1.191 -1.249 2.357
O -1.575 -0.418 2.584
H -0.215 1.895 -4.105
H -0.709 1.625 -2.730
O -0.458 2.282 -3.348
H 2.013 -2.571 -1.414
H 3.406 -2.459 -0.833
O 2.690 -3.060 -1.118

(5)
This record from the Open Molecules 2025 dataset describes 6 unconnected molecules or ions with the total composition C5H24N2O5. The level of theory is ωB97M-V/def2-TZVPD.

Computed properties:
Charge = 0
LUMO energy = 0.019 hartree
HOMO level = -7.88 eV
SMILES = CNCCCCN.O.O.O.O.O
Spin multiplicity = 1

CARTESIAN COORDINATES (ANGSTROEM)
C 0.119 -2.183 0.888
C 1.036 -1.139 1.623
C 1.256 0.132 0.815
C -0.031 0.940 0.442
N -0.290 1.881 1.512
C -1.740 2.186 1.706
N 0.230 -2.232 -0.570
H 0.523 -3.178 1.272
H -0.943 -2.225 1.214
H 0.820 -1.067 2.692
H 1.930 -1.776 1.705
H 1.978 0.771 1.332
H 1.816 -0.249 -0.073
H 0.288 1.481 -0.446
H -0.750 0.190 0.174
H 0.207 1.633 2.353
H -2.070 1.790 2.652
H -1.744 3.281 1.770
H -2.138 1.749 0.780
H -0.205 -3.088 -0.853
H -0.366 -1.500 -0.991
H -0.318 -0.056 -2.392
H -1.865 0.093 -2.345
O -1.169 -0.575 -2.499
H -1.841 2.161 -2.329
H -3.044 1.623 -2.986
O -2.609 1.619 -2.118
H 2.149 -1.864 -1.173
H 3.328 -2.401 -1.946
O 2.863 -1.576 -1.808
H -0.813 -0.108 4.534
H -1.028 1.373 4.214
O -0.638 0.562 3.853
H 0.958 0.358 -3.698
H 1.906 -0.231 -2.626
O 1.272 0.473 -2.802

(6)
This record from the Open Molecules 2025 dataset describes 7 unconnected molecules or ions with the total composition C5H24N2O7. The level of theory is ωB97M-V/def2-TZVPD.

Computed properties:
Charge = 0
LUMO energy = 0.008 hartree
HOMO level = -8.90 eV
SMILES = CC(C)NC(=O)CN.O.O.O.O.O.O
Spin multiplicity = 1

CARTESIAN COORDINATES (ANGSTROEM)
N -0.096 2.512 -0.301
C -0.511 1.362 -1.132
C -0.399 0.008 -0.311
N -0.726 0.016 1.045
C 0.566 -1.598 2.372
C -0.727 -1.377 1.594
C -1.778 -1.731 2.549
O 0.065 -1.007 -0.826
H -0.765 2.827 0.329
H 0.834 2.555 0.136
H -1.577 1.344 -1.462
H 0.389 1.153 -1.938
H -1.207 0.816 1.431
H 0.187 -1.532 3.384
H 1.386 -0.815 2.339
H 1.171 -2.434 2.119
H -0.525 -2.193 0.863
H -2.513 -2.417 2.193
H -1.289 -2.349 3.372
H -2.279 -0.956 3.173
H 2.049 -1.757 0.113
H 2.542 -0.357 0.005
O 2.906 -1.179 0.360
H -1.822 -2.796 -3.062
H -1.403 -1.429 -2.498
O -2.009 -2.172 -2.312
H -2.722 2.619 2.464
H -1.747 1.693 3.369
O -1.828 2.316 2.660
H 3.700 1.342 -1.082
H 2.547 0.776 -1.887
O 2.808 1.260 -1.105
H 1.511 -1.529 -3.337
H 0.230 -0.873 -2.579
O 0.775 -0.839 -3.485
H -0.023 3.049 -2.817
H 1.524 3.079 -2.660
O 0.755 2.615 -3.074

Maximum force: 3.53; 2.86; 2.17; 5.74; 3.37; 4.50 (eV/A)
Calculated total energy: -18768.6978; -20823.3611; -21380.6690; -23425.4463; -18790.9393; -22884.6682 (eV)
M: 191.25; 207.25; 209.24; 225.24; 192.26; 224.25 (g/mol)